Entry 1:
Formula: C4H6N2OP
Source: the OMol25 dataset
Level of theory: wB97M-V/def2-TZVPD

Atoms and positions in Å:
N -1.0219 0.9807 -0.9971
H -0.0835 -2.2410 0.3451
C 0.7089 -0.4549 0.1048
P 2.0660 0.3290 -0.5770
C -1.6683 -1.0443 -0.1033
H 4.0755 1.4250 0.3042
H -1.9187 -1.4904 -1.0596
H -0.8205 2.0208 -0.7846
C 3.1455 0.8412 0.6087
H -2.2869 -1.1643 0.7825
N -0.2428 -1.2878 0.0622
O -3.1232 0.7972 0.0245
C -2.0348 0.5000 -0.3998
H 3.2047 0.7887 1.6895

Forces on atoms 1 to 6 (eV/Å):
N 3.1274 4.3903 -1.6734
H 0.5753 -0.7742 -0.0698
C -0.9314 -0.0273 -0.6511
P 0.8218 0.1868 -0.2197
C -0.7333 2.0416 -0.7589
H -1.4625 -0.8708 -0.3307

Orbital gap (alpha / beta) in eV: 7.86 / 7.17
Charge: +1
Highest occupied orbital energy (alpha / beta) in eV: -14.5 / -14.0
2S+1: 1
Calculated total energy in eV: -18548.230
F_max in hartree/bohr: 0.10976

Entry 2:
Formula: C17H10BrN5O4RhSe
Source: the OMol25 dataset
Level of theory: wB97M-V/def2-TZVPD

Atoms and positions in Å:
H -3.1063 -4.6123 -0.7911
H 2.2235 0.6949 -4.2048
H -2.2285 0.7051 -2.1795
H 3.5105 2.3319 4.6607
C -3.1509 -2.5665 -0.0301
C -1.1847 0.9016 -4.0470
C -0.3941 -2.5278 -0.3076
N -0.2529 0.6098 -1.9476
C -3.0139 -0.1606 0.6904
H 0.3880 3.4190 1.7112
C 0.9610 2.7054 2.4317
O -4.1333 -0.0068 1.1560
H 2.3078 4.1602 3.4784
N -1.0742 -1.4647 0.1802
Rh -0.1993 0.6652 0.3159
C -2.4311 -1.4995 0.3236
C 2.6437 2.1607 4.0488
H -0.4212 -4.5854 -0.8474
C 0.0758 0.9013 -4.6441
O 3.2875 0.8984 -1.8396
H -4.2340 -2.5471 0.0491
C -1.0329 -3.7098 -0.5815
Br 1.4720 -2.3792 -0.6284
Se 1.9548 -1.7107 3.9985
H 0.1367 1.0800 -5.6802
C 1.1815 0.6489 -3.8526
C 1.2378 0.4778 3.0946
C 1.9646 3.1516 3.3690
C 2.3212 0.7787 3.9558
N 0.6014 1.4289 2.2931
C -1.3566 0.7530 -2.6961
O -2.1773 0.8369 0.3455
H -2.0327 1.2067 -4.6066
O 1.7414 0.7223 -0.2304
N 2.8179 -0.2586 4.6076
C 2.1487 0.7014 -1.4858
C -2.4687 -3.7216 -0.5430
N 0.9437 -0.8072 2.8971
C 0.9731 0.6183 -2.4638

Forces on atoms 1 to 6 (eV/Å):
H 1.1020 0.8925 0.1240
H -0.6690 -0.1945 0.0636
H -2.6381 0.1320 1.1286
H 0.1322 0.6745 0.2742
C -0.5057 -2.8760 -1.1460
C -0.1318 0.7612 -0.2476

Orbital gap (alpha / beta) in eV: 7.60 / 6.80
⟨S²⟩: 6.012
Charge: +1
Highest occupied orbital energy (alpha / beta) in eV: -12.0 / -12.8
2S+1: 5
Calculated total energy in eV: -171819.172
F_max in hartree/bohr: 0.07578

Entry 3:
Formula: C3H10N4O2
Source: the OMol25 dataset
Level of theory: wB97M-V/def2-TZVPD

Atoms and positions in Å:
H 0.4900 -2.2904 0.4191
H 1.5532 1.6219 -1.4767
H -2.2058 2.0149 0.5990
H -3.0470 0.8015 -0.3751
H 2.4215 0.0844 1.9202
N 2.4308 0.0476 0.9128
N -1.3994 0.0975 0.7118
H -1.4758 1.4725 -0.9113
O 1.9316 0.8017 -1.1014
H -0.3203 -1.7007 1.7622
C -0.8185 -0.8611 0.0780
N -0.3901 -1.9443 0.7789
C 1.7441 0.9732 0.2183
H 2.9043 -0.6897 0.4148
H -1.0934 -2.0479 -1.4836
C -2.0599 1.1435 -0.0455
N -0.7582 -1.1196 -1.2545
O 1.2700 2.0086 0.6758
H -1.1771 -0.4134 -1.8428

Forces on atoms 1 to 6 (eV/Å):
H -0.0297 -0.1631 0.1230
H 0.1952 -0.5198 -0.0374
H 0.0530 -0.1480 -0.1298
H -0.0278 0.0764 -0.1316
H -0.0209 -0.0377 -0.2934
N -0.2493 -0.7320 0.4044

Orbital gap in eV: 9.20
Highest occupied orbital energy in eV: -8.6
2S+1: 1
SMILES string: CN=C(N)N.NC(=O)O
Calculated total energy in eV: -13329.338
F_max in hartree/bohr: 0.05563

Entry 4:
Formula: C5H11NO
Source: the OMol25 dataset
Level of theory: wB97M-V/def2-TZVPD

Atoms and positions in Å:
C -1.2306 -0.9414 1.1365
C -0.8289 -0.4779 -0.0461
H 1.3187 2.2735 0.0474
H -0.4785 -1.2117 1.8623
H 1.8063 1.4802 -2.3662
H 2.1883 1.4208 1.1955
H -2.9120 -2.1897 1.6639
H -3.3260 -0.7524 0.7225
N 1.9956 1.5396 0.2110
O -1.2589 -0.0077 -1.1031
C -2.6748 -1.1324 1.5096
C 1.8012 0.3887 -0.5199
H 0.5635 -0.2295 -0.0410
H 2.5205 -0.3907 -0.2813
H 0.2887 0.5748 -1.9513
C 1.4180 0.5572 -1.9371
H -2.9196 -0.6072 2.4356
H 1.7286 -0.2940 -2.5386

Forces on atoms 1 to 6 (eV/Å):
C 0.7885 -0.2658 0.4632
C -1.1167 1.4508 -1.5817
H 0.0784 -0.0561 -0.0348
H 0.0954 -0.0170 -0.0026
H 0.0033 -0.0015 0.0705
H -0.0168 -0.0280 -0.1162

Orbital gap in eV: 7.91
Highest occupied orbital energy in eV: -7.8
2S+1: 1
Calculated total energy in eV: -8898.073
F_max in hartree/bohr: 0.04705

Entry 5:
Formula: CH4N2O2
Source: the OMol25 dataset
Level of theory: wB97M-V/def2-TZVPD

Atoms and positions in Å:
N -2.0429 0.0501 0.3161
O 0.3339 0.8366 -1.4142
H 2.0041 -0.8330 0.7000
C 1.9426 -0.1469 -0.1313
H -2.2766 0.9819 0.6740
H 2.7113 -0.1913 -0.8876
O -0.7367 -0.2087 0.6601
N 0.7444 0.1891 -0.4922
H -2.6801 -0.6779 0.5751

Forces on atoms 1 to 6 (eV/Å):
N 2.9066 1.3467 0.0735
O 0.0224 -0.0991 -0.2240
H -0.0385 0.2535 0.2389
C -1.3054 -1.3479 0.1739
H -0.1596 -0.5825 -0.2345
H 0.1231 0.6306 -0.0674

Orbital gap (alpha / beta) in eV: 8.73 / 9.15
Highest occupied orbital energy (alpha / beta) in eV: -8.8 / -9.3
2S+1: 1
Calculated total energy in eV: -8170.587
F_max in hartree/bohr: 0.06231

Entry 6:
Formula: C9H26NNaO5
Source: the OMol25 dataset
Level of theory: wB97M-V/def2-TZVPD

Atoms and positions in Å:
H -2.3385 1.4389 2.0700
O -2.4733 1.1367 -1.3906
N -0.1089 -0.4318 0.4118
C 2.2468 -0.2940 -1.2988
H -1.5825 -0.7947 -2.1696
H -3.5052 0.2244 0.6100
C 0.0836 -1.4269 -0.7197
C 0.5646 -2.9158 -0.2985
C 1.0736 0.2969 1.0286
C 0.9218 -0.8055 -1.8561
C 2.0715 0.7958 -0.1654
H -0.0531 -3.2847 0.5204
H 2.8451 0.2918 -1.9967
O -2.8255 -0.3349 0.2338
H 1.6174 -2.9303 -0.0164
H -2.3552 -0.6836 0.9911
H 1.4945 2.1124 2.1676
H -1.6028 2.7019 1.6758
H -0.3411 3.1284 -1.3454
H -2.1132 0.7238 -2.1754
O -0.2690 2.6013 -0.5497
H 2.9976 0.9635 0.3844
O -1.7597 1.7994 1.3982
H 2.2060 -1.5577 1.5572
H 0.2267 2.3061 1.0489
H 1.6846 1.6994 -0.6363
C 1.8701 -0.6273 2.0149
H 1.1182 -1.5502 -2.6274
H -2.9796 0.4443 -0.9658
O -1.1633 -0.7134 1.3479
Na -1.0964 1.0035 -0.0797
H 0.3918 0.0836 -2.1978
H -0.1021 1.6163 2.5830
H -1.1972 -2.4439 -2.2448
H -2.1460 -1.8685 -0.9125
H 0.0319 3.2163 0.1192
H 2.7917 -1.1590 -0.9206
H 1.2897 -1.0223 2.8488
C -1.2818 -1.6249 -1.5306
H 2.7205 -0.0976 2.4442
H 0.4236 -3.6090 -1.1278
C 0.6235 1.5915 1.7700

Forces on atoms 1 to 6 (eV/Å):
H -0.0363 -0.3256 0.2576
O -1.3162 2.8814 -4.4149
N 2.9864 -3.8184 0.3992
C 0.2445 1.1216 1.2298
H 0.4366 -0.0978 0.2918
H -0.7429 0.1685 0.1140

Orbital gap in eV: 5.96
Highest occupied orbital energy in eV: -6.2
2S+1: 1
Calculated total energy in eV: -25890.859
F_max in hartree/bohr: 0.15377

Entry 7:
Formula: C28H28N4O2
Source: the OMol25 dataset
Level of theory: wB97M-V/def2-TZVPD

Atoms and positions in Å:
H 1.5442 0.6472 -3.6866
C 0.7020 0.3575 5.3558
H -4.7112 3.5468 0.1227
H 2.4925 1.0582 -0.9447
C -1.7848 0.7895 -4.4926
C 0.9617 -1.1557 2.0652
H -2.5627 1.3277 -6.4219
C -4.6136 2.6203 -0.4396
H 0.3532 -2.0779 2.1308
H 3.9080 -1.6742 -1.2099
H 5.0100 -2.1576 0.9174
H 4.1235 0.5674 -0.4365
C -0.6502 0.5858 -3.6671
N 3.2200 -1.2135 1.4789
C -0.0431 -1.2390 7.0196
C -0.2612 1.5541 -7.8092
H 1.2252 1.2753 5.0741
C 0.7449 1.0480 -5.6296
C 0.2619 -0.0812 -1.4650
H 5.1583 -0.4364 1.3300
H 1.7310 1.1261 -6.0949
H -1.1949 -2.9141 6.2611
N -0.1343 1.7954 -8.9480
H -2.4688 2.8096 -0.5944
C -5.5383 0.6844 -1.4752
H -6.7363 2.1189 -0.4498
C 0.6368 -0.0595 6.6876
C 0.6308 0.7585 -4.2762
H 2.2075 -1.6615 -1.7307
H -0.0922 -1.5673 8.0594
H -1.8065 -0.0948 -1.9514
H -2.7685 0.6383 -4.0510
C -4.2067 0.3029 -1.9337
C 2.5775 -0.7824 0.2455
C -0.8180 0.1809 -2.3015
O 2.7301 -1.9088 3.6240
H -6.3341 0.0183 -1.7917
O -4.0475 -0.6580 -2.7100
C 2.8703 -1.7959 -0.8740
N 1.1632 -0.7879 0.6608
H 2.9854 1.2877 0.7460
C -3.3397 2.1918 -0.8463
H 4.8950 -1.6400 2.6228
H -0.8669 -0.5216 0.3163
H 1.2675 -0.0123 -1.8762
C -1.6680 1.1444 -5.8250
C 2.3838 -1.4785 2.5261
C 0.3069 -0.0470 2.8942
C -0.6602 -1.9952 6.0150
C -0.3988 1.2502 -6.4154
C 0.1279 -0.4683 -0.1368
N -3.1061 1.0728 -1.5213
C 4.6500 -1.3716 1.5930
C 3.0721 0.6252 -0.1270
H -0.6718 0.1766 2.4400
C 0.1332 -0.4290 4.3485
H -1.0572 -2.1617 3.8832
H 1.1245 0.5355 7.4618
H 0.9304 0.8592 2.8186
C -5.7327 1.8319 -0.7608
H 2.7293 -2.8135 -0.4850
C -0.5844 -1.5820 4.6807

Forces on atoms 1 to 6 (eV/Å):
H -0.2990 0.0101 -0.3016
C 0.0173 -0.4320 -0.0497
H 0.0117 -0.1787 -0.1473
H 0.2331 -0.0211 0.1757
C 0.0545 -0.1777 0.6966
C 0.0537 -0.6244 0.3396

Orbital gap in eV: 4.40
Highest occupied orbital energy in eV: -6.5
2S+1: 1
Calculated total energy in eV: -39543.517
F_max in hartree/bohr: 0.05169

Entry 8:
Formula: C6H9O3PS
Source: the OMol25 dataset
Level of theory: wB97M-V/def2-TZVPD

Atoms and positions in Å:
C 0.8515 0.0858 -3.1340
H -2.0814 1.8300 -2.3463
C -1.7391 2.2297 -1.3771
P 0.5104 1.3168 -0.3319
C 1.4097 -1.8659 3.0613
S 1.7430 -2.1035 1.4335
C 0.1144 -1.4461 3.2862
C -0.6165 -1.3028 2.0302
H 0.9958 -0.5423 -4.0406
H -0.3151 -1.6845 -0.0318
O 1.8771 1.5580 -0.7335
H 1.1521 1.1440 -3.1442
C 0.1173 -1.6016 0.9331
H -2.2424 1.7803 -0.5584
H -1.9881 3.2562 -1.3985
H -1.6874 -0.9972 1.7306
O -0.3503 2.3216 -1.2353
H -0.3273 -1.4187 4.3036
O 0.3620 -0.3858 -2.1813
H 2.2144 -2.1738 3.7347

Forces on atoms 1 to 6 (eV/Å):
C 3.8186 3.4742 -8.0530
H 0.5427 -0.3285 0.4030
C -0.4163 0.8337 -1.0771
P -0.9584 0.1633 0.7176
C -0.7169 -0.0158 0.5329
S -0.9053 0.3256 -1.7659

Orbital gap (alpha / beta) in eV: 7.14 / 5.81
⟨S²⟩: 2.006
Highest occupied orbital energy (alpha / beta) in eV: -6.6 / -8.9
2S+1: 3
Calculated total energy in eV: -32629.205
F_max in hartree/bohr: 0.18602